Record 1
Computed, not measured: 7 unconnected molecules or ions with the total composition C28H70O7, with wB97M-V/def2-TZVPD.

Geometry as ORCA input:
```
! RIJCOSX wB97M-V def2-TZVPD def2/J DEFGRID3
* xyz 0 1
C -3.97027 2.75291 0.39173
C -4.11094 3.90630 1.35744
O -5.27690 4.66555 0.92480
C -5.54281 5.88097 1.79225
C -6.71636 6.41024 1.18352
H -4.68565 2.26953 0.18267
H -3.24335 2.14554 0.60510
H -3.62791 3.14548 -0.55391
H -3.23297 4.47367 1.61701
H -4.46638 3.35029 2.36509
H -4.76341 6.48445 1.70616
H -5.80610 5.64199 2.83233
H -6.43224 6.68797 0.16392
H -7.05619 7.33040 1.54220
H -7.55249 5.73241 1.30440
C 1.02022 2.12614 4.32109
C -0.48355 2.08519 4.27007
O -0.70375 0.78867 4.64160
C -1.88279 0.41900 5.17956
C -2.12068 -0.96260 5.18027
H 1.54604 1.92737 5.41329
H 1.40175 3.07941 4.12791
H 1.49228 1.34601 3.82675
H -1.10038 2.23922 3.34565
H -0.77052 2.96574 4.84797
H -2.59495 0.82018 4.43302
H -2.23316 1.06429 6.13452
H -1.35636 -1.34149 5.94760
H -1.97614 -1.52028 4.30396
H -3.07716 -1.35908 5.37665
C 4.72685 -1.87804 0.58648
C 3.78663 -2.69186 1.44357
O 3.01334 -2.03010 2.40892
C 2.64607 -2.68672 3.52639
C 1.75474 -1.71897 4.30871
H 5.48220 -2.33461 -0.08367
H 5.18363 -1.05765 1.14130
H 3.97774 -1.36693 -0.04476
H 4.31293 -3.40917 1.90225
H 3.22917 -3.59905 0.86080
H 3.35317 -2.81554 4.20395
H 1.97883 -3.47786 3.20357
H 1.04843 -2.26137 5.02028
H 0.89399 -1.23224 3.60194
H 2.41762 -0.82610 4.71034
C -5.05232 -0.25644 -2.88088
C -4.78608 -1.28537 -1.81510
O -4.05955 -0.61983 -0.72552
C -4.05822 -1.35094 0.49262
C -3.46543 -0.62939 1.53058
H -5.21673 -0.62463 -3.93263
H -4.13390 0.17961 -2.93903
H -5.90167 0.43059 -2.65352
H -4.15741 -1.96587 -1.85991
H -5.63196 -1.60222 -1.25308
H -3.61286 -2.32297 0.40411
H -5.06481 -1.65976 0.83779
H -2.63116 0.06604 1.26223
H -3.22784 -1.24924 2.30172
H -3.85823 0.18564 1.92900
C 4.74299 2.19626 0.56634
C 3.36501 1.90168 1.17682
O 2.45226 1.56471 0.24902
C 1.16532 1.30441 0.82921
C 0.21314 1.24742 -0.29878
H 5.37353 2.38236 1.50807
H 4.69354 3.04220 -0.13266
H 5.35085 1.38386 -0.01778
H 3.28276 2.73547 1.86913
H 3.36563 0.95440 1.94906
H 0.72124 2.25071 1.48819
H 1.00659 0.48798 1.31442
H 0.35347 1.88241 -0.96213
H -0.84672 1.39827 0.12701
H 0.54914 0.48473 -1.03392
C 3.03380 -3.14201 -3.53387
C 3.72265 -1.88699 -3.42614
O 5.04914 -2.16996 -3.16278
C 5.85199 -0.95627 -3.13096
C 7.11592 -1.44467 -3.04084
H 2.24748 -3.09100 -4.06327
H 2.90939 -3.70470 -2.56713
H 3.60994 -3.83865 -4.21446
H 3.15551 -1.39825 -2.57977
H 3.87888 -1.07250 -4.35183
H 5.48177 -0.38774 -2.22487
H 5.85873 -0.39253 -4.12639
H 7.99108 -0.73064 -2.88371
H 7.61843 -2.16604 -3.70613
H 7.26645 -2.12953 -2.11955
C -0.46892 -0.79517 -3.32188
C -0.79970 -1.26567 -4.63483
O -0.12670 -2.47936 -4.76413
C -0.38287 -3.15356 -5.98368
C 0.44241 -4.27552 -6.15994
H -0.85104 -1.31072 -2.74536
H -0.87335 0.26151 -3.28414
H 0.66974 -0.70817 -3.30305
H -0.43828 -0.53335 -5.43927
H -1.84799 -1.17538 -4.83299
H -0.13737 -2.38555 -6.84603
H -1.28500 -3.37111 -6.07094
H 1.41985 -4.30302 -5.88706
H 0.38815 -4.69766 -7.05405
H 0.08712 -4.97716 -5.42604
*
```

Computed properties:
HOMO energy = -0.344 Ha
LUMO energy = 0.79 eV
relative energy (zero: lowest compared OMol25 entry of this formula, charge and spin) = 15.681 eV
SMILES string = CCOCC.CCOCC.CCOCC.CCOCC.CCOCC.CCOCC.CCOCC

---

Record 2
Computed, not measured: 5 unconnected molecules or ions with the total composition C28H71BO7P, with wB97M-V/def2-TZVPD.

Geometry as ORCA input:
```
! RIJCOSX wB97M-V def2-TZVPD def2/J DEFGRID3
* xyz -1 1
C 8.42861 1.07274 1.46862
C 7.51093 0.75790 0.29434
C 6.40170 -0.24993 0.62011
C 5.74726 -0.09252 1.99601
C 4.22590 -0.29119 2.00429
C 3.71857 -1.42217 1.09669
C 2.51906 -2.10429 1.75734
C 1.41584 -1.09424 2.16567
C 0.06782 -1.58899 1.62412
C -1.08473 -0.62712 1.86299
C -2.45726 -1.32423 1.93714
C -3.30515 -1.17561 0.66684
C -3.69089 0.24385 0.25967
P -5.39981 0.89481 0.87307
C -4.68806 1.54492 2.56499
B -5.80298 1.38357 3.65726
O -6.20218 2.44450 4.44602
O -6.50364 0.20244 3.89102
O -6.18586 0.48822 -0.67473
C -6.72410 -0.79452 -0.77952
C -8.01924 -0.99325 0.00501
H 8.73739 0.17751 1.99615
H 9.31599 1.59892 1.12911
H 7.92930 1.74859 2.15127
H 7.11085 1.68947 -0.10163
H 8.11619 0.32553 -0.49893
H 6.85930 -1.23400 0.55976
H 5.65700 -0.21749 -0.17028
H 6.17014 -0.83706 2.66416
H 5.94701 0.87703 2.43767
H 3.94544 -0.56023 3.01935
H 3.70545 0.63389 1.78330
H 4.51835 -2.13995 0.94071
H 3.37116 -1.05582 0.13504
H 2.05581 -2.77832 1.04480
H 2.85484 -2.65699 2.62829
H 1.57401 -0.13133 1.69194
H 1.40152 -0.98859 3.24570
H 0.21406 -1.68970 0.55365
H -0.11455 -2.56012 2.07799
H -0.90286 -0.01489 2.74275
H -1.11505 0.04759 1.01178
H -3.00258 -1.04891 2.83510
H -2.27330 -2.39410 2.02838
H -2.67844 -1.57569 -0.13343
H -4.16699 -1.82954 0.79402
H -2.93915 0.92387 0.66118
H -3.66905 0.36383 -0.81496
H -5.06196 2.18570 0.26910
H -6.70389 1.40998 1.32362
H -5.66443 -0.40919 1.45866
H -3.73058 1.10279 2.84227
H -4.51257 2.61639 2.44620
H -5.56882 3.17410 4.34300
H -5.82606 -0.48552 4.01391
H -6.00290 -1.57925 -0.53241
H -6.96898 -0.94891 -1.83816
H -7.78034 -1.21506 1.03930
H -8.66329 -0.12653 -0.06402
H -8.52638 -1.87931 -0.37697
C -2.54357 3.78157 -3.93899
C -3.20540 2.58986 -3.25486
C -4.55983 2.95789 -2.66983
O -2.35036 2.07913 -2.23796
H -2.37089 4.58340 -3.21659
H -1.57069 3.50320 -4.35354
H -3.16642 4.17251 -4.74618
H -3.33163 1.77891 -3.97981
H -4.44958 3.73394 -1.90831
H -5.02574 2.09954 -2.18220
H -5.23376 3.32821 -3.44726
H -2.23326 2.76771 -1.57273
C -3.55995 1.76283 -6.69006
C -2.35511 1.00771 -6.14764
C -2.78005 -0.17781 -5.29314
O -1.52579 1.88346 -5.38778
H -4.16237 2.15860 -5.86792
H -3.23844 2.61028 -7.29718
H -4.19279 1.11595 -7.30013
H -1.74001 0.65819 -6.97893
H -3.35798 0.15973 -4.42880
H -1.90609 -0.70654 -4.91134
H -3.39103 -0.87963 -5.86353
H -2.04262 2.20668 -4.63756
C 2.90935 0.72736 -3.09205
C 1.50879 0.79696 -2.50022
C 0.65047 1.84996 -3.18154
O 1.56013 1.08163 -1.10493
H 3.42240 1.68612 -2.97127
H 3.50622 -0.02926 -2.57891
H 2.87761 0.48508 -4.15561
H 1.02856 -0.17905 -2.58699
H 1.10176 2.84062 -3.05419
H -0.34023 1.88304 -2.72554
H 0.53867 1.65477 -4.24438
H 1.96253 1.95192 -1.00202
C 6.07584 -5.29476 5.09716
C 6.52209 -4.05343 4.33910
C 7.77763 -3.44945 4.95111
O 5.47437 -3.08794 4.31521
H 5.83635 -5.04291 6.13404
H 5.17572 -5.71355 4.64686
H 6.85378 -6.06009 5.09928
H 6.71307 -4.31203 3.29673
H 7.58886 -3.14230 5.98355
H 8.08299 -2.56099 4.39708
H 8.60348 -4.16284 4.94932
H 5.27960 -2.83773 5.22622
*
```

Computed properties:
HOMO energy = -0.135 Ha
LUMO energy = 2.04 eV

---

Record 3
Computed, not measured: 5 unconnected molecules or ions with the total composition C28H72N6OP, with wB97M-V/def2-TZVPD.

Geometry as ORCA input:
```
! RIJCOSX wB97M-V def2-TZVPD def2/J DEFGRID3
* xyz 1 1
N 1.09649 2.54159 -0.56267
P 0.01637 2.56071 -1.67080
C -1.35547 1.41609 -1.20239
C -2.01123 1.80003 0.12155
O -3.01263 2.78644 0.02711
C -3.84394 2.71543 -1.10665
C -3.80393 1.36660 -1.78341
N -2.39593 1.20456 -2.30912
H 1.26033 3.48109 -0.21672
H -0.59798 3.78976 -1.96264
H 0.40095 1.99750 -2.90127
H -0.85802 0.45597 -1.05156
H -2.37299 0.90558 0.63579
H -1.20964 2.20378 0.74094
H -4.86892 2.94927 -0.82403
H -3.53759 3.47794 -1.83814
H -4.00711 0.53254 -1.11761
H -4.48741 1.35631 -2.62945
H -2.27682 1.91715 -3.03149
H -2.24690 0.30492 -2.76390
C 3.62998 0.44424 -1.17849
C 4.70377 -0.31964 -0.42191
N 6.04459 0.01894 -0.86315
C 7.06548 -0.86666 -0.32834
C 7.31182 -0.86233 1.18543
C 6.36799 1.43615 -0.86330
C 6.25802 2.20194 0.46297
H 3.73263 0.27240 -2.25225
H 2.64025 0.11049 -0.86297
H 3.67260 1.51435 -0.98919
H 4.57169 -1.39095 -0.59773
H 4.54772 -0.16484 0.65878
H 8.00280 -0.64251 -0.84393
H 6.79526 -1.88256 -0.63187
H 7.86358 0.01842 1.51062
H 7.90673 -1.73489 1.45979
H 6.38138 -0.91050 1.75226
H 5.72258 1.92689 -1.59680
H 7.38061 1.53665 -1.26100
H 5.35453 1.93177 1.01226
H 6.21291 3.27472 0.26622
H 7.11266 2.02863 1.11457
C -5.54735 -0.04620 6.03296
C -4.04159 -0.24193 6.11394
N -3.47514 -0.85759 4.92299
C -2.09947 -1.29013 5.09765
C -1.00832 -0.25030 5.37909
C -3.78583 -0.21379 3.66690
C -3.34473 1.24025 3.44552
H -6.05297 -0.99387 5.84406
H -5.91398 0.35474 6.97772
H -5.83336 0.65876 5.25135
H -3.82021 -0.91038 6.94933
H -3.57072 0.72335 6.36026
H -1.82597 -1.86783 4.20888
H -2.09872 -2.00735 5.92351
H -0.73838 0.31970 4.48914
H -0.10540 -0.75680 5.72230
H -1.30388 0.45331 6.15773
H -4.86820 -0.26860 3.52294
H -3.36107 -0.84223 2.87484
H -3.52281 1.87176 4.31575
H -3.91298 1.66547 2.61315
H -2.28505 1.30746 3.19304
C -7.40707 -5.04223 0.63865
C -5.99902 -5.03083 1.21108
N -5.37821 -3.71527 1.18591
C -3.96260 -3.74479 1.50159
C -3.53361 -4.18280 2.90750
C -6.13381 -2.64678 1.82166
C -6.48142 -2.78325 3.31073
H -7.41474 -4.66284 -0.38402
H -7.78783 -6.06340 0.62758
H -8.09959 -4.44616 1.23298
H -5.36920 -5.68975 0.60754
H -6.02495 -5.47085 2.22017
H -3.56762 -2.73905 1.31177
H -3.47658 -4.39866 0.77008
H -3.73656 -3.40485 3.64394
H -2.45605 -4.36244 2.91500
H -4.01535 -5.10536 3.22969
H -7.06102 -2.51597 1.25994
H -5.56965 -1.72010 1.67005
H -6.81886 -3.79138 3.55453
H -7.29374 -2.09844 3.56283
H -5.63853 -2.54029 3.95808
C 3.75690 3.10519 -3.76444
C 3.93356 1.82612 -4.56696
N 4.15622 2.05743 -5.98088
C 4.08606 0.84202 -6.77452
C 5.13975 -0.24667 -6.53594
C 5.25043 2.96314 -6.30040
C 6.65305 2.60206 -5.79237
H 2.93951 3.71102 -4.16384
H 3.52901 2.85127 -2.72830
H 4.65898 3.71598 -3.75571
H 3.01944 1.22576 -4.48433
H 4.72979 1.22940 -4.09314
H 4.10268 1.13231 -7.82805
H 3.09576 0.40630 -6.60198
H 6.10435 0.01409 -6.96755
H 4.81668 -1.17653 -7.00726
H 5.28621 -0.45137 -5.47475
H 4.98902 3.95113 -5.91624
H 5.27015 3.07491 -7.38670
H 6.63292 2.24317 -4.76180
H 7.29119 3.48661 -5.81667
H 7.13330 1.84043 -6.40404
*
```

Computed properties:
HOMO energy = -0.355 Ha
LUMO energy = -3.57 eV

---

Record 4
Computed, not measured: a molecular structure, C28H73CdF3N15O14S, with wB97M-V/def2-TZVPD.

Geometry as ORCA input:
```
! RIJCOSX wB97M-V def2-TZVPD def2/J DEFGRID3
* xyz 1 1
Cd 11.44162 11.10199 16.28094
C 16.17679 11.99917 15.80978
F 17.46394 11.52372 15.94238
F 15.90130 13.20475 16.37539
F 15.90272 12.26013 14.53780
S 14.90986 10.66548 16.45586
O 13.49630 11.16262 16.35234
O 15.16934 9.48637 15.62142
O 15.26494 10.45096 17.83890
C 17.28624 9.82538 20.52066
O 18.07921 9.59593 21.35256
N 17.54314 9.72407 19.28605
N 16.01046 10.15116 20.55468
H 16.78504 10.02271 18.68921
H 18.50086 9.74272 18.96588
H 15.57074 10.45890 21.41026
H 15.48018 9.98635 19.71104
C 14.56444 16.60230 15.79574
O 15.52136 16.70607 15.05564
N 14.71042 16.23376 17.05382
N 13.41456 17.02127 15.44688
H 15.57598 15.92443 17.47244
H 13.93828 16.51879 17.63920
H 13.29530 17.29920 14.48322
H 12.66180 17.18608 16.09980
C 11.79330 9.75880 19.15739
O 11.31744 10.05321 18.07440
N 11.09588 9.85126 20.26080
N 12.97136 9.31132 19.41918
H 10.14166 10.15383 20.12664
H 11.55252 9.99388 21.15032
H 13.22522 9.28601 20.39642
H 13.64880 9.08290 18.70576
C 14.94634 13.77910 19.42594
O 13.77468 13.70646 19.29991
N 15.62602 14.89848 19.64268
N 15.83308 12.84088 19.17750
H 16.63218 14.88469 19.55573
H 15.13096 15.69570 20.01610
H 15.44316 11.93744 18.94976
H 16.73490 12.86974 19.63136
C 11.95560 7.90211 15.07474
O 11.77006 9.03572 15.55980
N 13.09670 7.57808 14.61788
N 11.05620 6.92512 15.05984
H 13.89860 7.97225 15.08872
H 13.07930 6.60322 14.35438
H 10.11600 7.22433 15.27570
H 11.29452 5.96077 14.87730
C 18.16748 8.29469 14.23992
O 19.28936 8.23719 13.76538
N 17.08944 8.48474 13.56052
N 17.97314 8.05767 15.47598
H 17.26788 8.56866 12.56996
H 16.13930 8.47309 13.90290
H 18.70190 7.74600 16.10196
H 17.06244 8.17936 15.89542
C 17.79900 17.19199 21.67666
O 18.53274 15.98265 21.51428
C 17.95950 14.82367 22.08900
C 18.80508 13.52954 21.71274
N 18.86418 13.47191 20.26608
C 19.76275 12.46116 19.69483
C 19.98486 12.52605 18.20648
O 20.79166 13.66117 17.79584
C 20.67460 13.73054 16.35462
H 18.06902 17.88231 22.47580
H 16.75088 16.93300 21.82642
H 17.76102 17.84795 20.80695
H 16.91858 14.80924 21.76590
H 17.98262 14.79089 23.17826
H 18.13140 12.73135 22.02442
H 19.76820 13.50913 22.22272
H 19.09256 14.40285 19.94781
H 19.54568 11.43314 19.98494
H 20.70822 12.70604 20.17880
H 19.01814 12.46905 17.70620
H 20.63050 11.68076 17.96830
H 20.78949 12.74346 15.90678
H 21.39528 14.36359 15.83698
H 19.73252 14.24717 16.17106
C 7.83342 11.14812 19.06512
O 9.07502 11.70470 18.80528
C 9.24474 13.10184 18.91088
C 10.71258 13.32423 18.48854
N 10.89282 12.98050 17.02523
C 12.07496 13.67487 16.50121
C 12.32420 13.64879 14.93026
O 11.87514 12.28489 14.67490
C 12.38386 11.73682 13.48998
H 7.28092 11.03410 18.13248
H 7.23130 11.64846 19.82356
H 7.96772 10.11457 19.38424
H 9.14570 13.40766 19.95240
H 8.53224 13.63003 18.27726
H 11.41098 12.91685 19.21956
H 10.94656 14.38464 18.58278
H 10.16644 13.47154 16.52388
H 12.96942 13.49982 17.09906
H 11.71294 14.68697 16.68200
H 13.33672 13.86322 14.58834
H 11.76124 14.42236 14.40798
H 13.46684 11.71884 13.36776
H 11.98732 12.35925 12.68784
H 12.04912 10.70188 13.41970
C 17.05500 14.16787 11.81050
C 18.52884 13.54799 11.78656
C 18.57246 12.08220 11.27104
C 18.13599 11.96152 9.77580
C 19.23908 12.64039 8.97490
C 19.54684 14.10098 9.41330
N 19.43098 14.24295 10.89646
O 19.80032 15.53748 11.30870
C 20.88286 14.51156 8.80776
C 18.43139 15.01235 8.75322
C 19.11734 13.55533 13.21152
H 16.56066 14.02423 10.84970
H 17.10570 15.25623 11.84218
H 16.30834 13.90360 12.55932
H 19.57512 11.66017 11.20252
H 18.09288 11.34068 11.90996
H 17.10916 12.29687 9.62990
H 18.01048 10.89037 9.61774
H 18.88871 12.68871 7.94386
H 20.18555 12.10314 9.03530
H 20.77248 14.60571 7.72746
H 21.22438 15.44446 9.25630
H 21.69392 13.80429 8.98120
H 18.27970 15.97626 9.23898
H 18.69396 15.26559 7.72608
H 17.40824 14.63656 8.76008
H 18.53368 12.91596 13.87382
H 19.20086 14.53303 13.68610
H 20.18998 13.36717 13.16552
H 19.03124 16.08470 11.13350
*
```

Computed properties:
HOMO energy = -0.340 Ha
LUMO energy = -2.51 eV